No. 1
# C52H63BrCdClFN2O3SbSi

A molecular structure, C52H63BrCdClFN2O3SbSi (the ωB97M-V functional and the def2-TZVPD basis, OMol25).

```
126
Properties=species:S:1:pos:R:3
H 1.36671 6.44513 1.87351
H 0.37494 0.13357 3.04848
C 1.73199 1.92229 -2.55289
H 2.73879 3.14504 3.17774
C 0.74555 2.98453 4.99336
O 1.16166 -1.62029 1.15252
H -3.66871 2.33316 3.95555
H 1.80145 0.37680 -7.26712
C 0.01545 -4.95717 1.77190
C -0.09079 5.15236 -3.34105
H 0.76449 1.35458 -5.26111
C -1.63780 -2.56770 -4.33052
N 0.77779 -5.34712 2.80978
H -2.82914 4.09837 0.91924
C -4.02575 -0.21384 -1.35243
C 2.47702 -4.80413 4.47766
C 0.41054 0.73938 3.95464
H 1.81570 5.21513 3.04763
H -6.37406 -0.09277 -2.69094
H -1.30087 5.65871 0.98633
Si -0.27577 3.05539 2.36919
C 2.38045 -6.18425 5.06842
C 0.56707 -6.68603 3.43092
Sb -1.17985 0.38206 -2.97711
H -1.03824 -7.53139 2.20127
H 2.79495 -1.25352 2.91672
H 1.69513 -6.17341 5.92128
H 1.51671 1.48367 -1.57355
C 0.52041 4.51139 1.42162
H 3.97103 -4.13131 5.84731
C -4.24877 0.13213 -2.80328
H 1.28427 -1.96367 -7.89993
H -3.09313 2.36884 1.14090
H 1.83887 1.10301 -3.26828
H -2.70980 3.03167 -3.53638
C -0.77592 -3.33167 0.01719
H 5.13431 -1.01247 -1.57605
C -2.59894 2.18776 3.77961
C 3.00794 -1.01725 -1.37032
H -2.07248 5.50236 2.95378
H -1.37797 -2.66925 -3.27130
H 3.35640 -6.48468 5.44942
H -2.46827 1.19820 3.33903
C 0.83529 -1.52539 -7.01823
C -0.67897 2.44274 -3.13802
C -3.06497 3.33114 1.65133
C -0.49146 5.15460 0.45951
H -4.86968 1.04908 -6.53190
H -0.54477 0.65665 4.46363
C -1.68871 3.36500 -3.39980
H -3.55428 0.61714 -0.81916
Cd -0.13564 -0.91431 -0.66814
H 0.83801 -2.87488 -2.96410
Cl 2.85559 -4.14402 -4.50999
H -1.55591 4.72658 4.45421
H -2.10715 2.20792 4.75188
H 1.72055 -8.14866 4.46803
H 1.48822 3.30986 -0.13865
C -3.18663 0.44650 -3.65565
H 2.04385 4.97443 -0.01572
H 2.69349 2.42984 -2.48055
C 2.95949 -2.91947 -3.30154
H -2.57152 1.00123 -5.64327
H -3.38098 -1.08872 -1.23337
O -0.61540 -3.89830 -1.06135
H -0.67743 -5.69014 1.38980
H -4.96871 -0.43092 -0.85385
C 1.12861 -0.21850 -6.66411
C 1.68394 -4.44490 3.36357
C -1.39706 4.71924 -3.49784
C 1.87973 -7.16589 4.02567
H 0.14918 6.20348 -3.43483
H 0.58852 -7.70228 1.51502
H 0.08264 -8.68857 2.88770
H 1.36990 2.48802 5.74198
C -4.69758 0.79316 -5.49501
C -0.04755 -2.27201 -6.25061
H -0.28590 -3.28740 -6.54379
O -1.51611 -2.29243 0.22187
Br -0.43018 1.41800 0.69155
C -5.53680 0.15380 -3.33228
H -6.77171 0.48689 -5.04873
C -0.31952 -0.43030 -4.74459
C 4.18136 -2.40145 -2.91639
C 4.20183 -1.43438 -1.92260
C 0.06582 -3.72403 1.20197
C 3.34955 -3.87881 4.99747
H -2.63387 -2.12097 -4.38330
H -0.26919 3.02127 5.39263
F 4.31736 -1.73856 4.98536
H -0.91946 4.43321 -0.24036
H 2.61553 -7.27724 3.22348
H 0.20117 5.92818 3.08695
C -0.64447 -1.74395 -5.10957
H 2.40642 1.67195 2.24669
H -3.25638 4.72801 3.99879
H 1.10652 4.00859 4.89367
C 0.01060 -7.69825 2.44053
H -0.15236 -6.54621 4.24461
H 2.58575 3.78811 1.16106
H -4.07211 3.53304 2.02832
C 2.28960 2.15407 3.22001
C 0.82308 2.19641 3.67231
H 0.02936 5.91035 -0.13562
C 1.73218 4.10294 0.56808
C 0.99490 5.57804 2.42741
C 1.81218 -3.16375 2.80659
C 0.91340 4.23764 -3.05880
N 1.82860 -1.50799 -1.76616
C 2.71279 -2.23787 3.35486
H 1.16596 0.29853 4.61315
H 5.09304 -2.75369 -3.37922
C 0.54694 0.32608 -5.52660
H -2.18891 5.42781 -3.70165
C 0.63703 2.87972 -2.93653
C 3.45232 -2.60790 4.43521
C -3.40607 0.77145 -4.99041
C 1.00065 -2.75499 1.66988
H 1.93167 4.58247 -2.92207
C -5.76126 0.47981 -4.66161
C 1.79977 -2.45721 -2.70173
C -2.23889 4.64545 3.60604
C -2.10530 3.30764 2.85286
H -1.70575 -3.57607 -4.73559
H 2.86031 1.57392 3.95153
H 2.98263 -0.27317 -0.58461
```

Values from the calculation:
Relative energy (zero: lowest compared OMol25 entry of this formula, charge and spin) = 10.2 kcal/mol
Spin multiplicity = 1
Lowest unoccupied orbital energy = -0.07533 Ha
Largest force on an atom = 0.5 eV/Å
Total energy = -168331.0180 eV
Charge = +1

***

No. 2
# C52H65Cl3N4O3SiTi

A molecular structure, C52H65Cl3N4O3SiTi (the ωB97M-V functional and the def2-TZVPD basis, OMol25).

```
129
Properties=species:S:1:pos:R:3
C 5.63292 -1.21282 1.86697
C 2.94177 1.13349 4.42263
Ti 0.35279 -0.46867 -0.13505
C 1.11142 -5.53469 1.08477
H 2.07432 3.90404 3.87412
H -1.97389 1.12128 -3.49291
H -3.58812 -0.35669 4.05729
C 1.44436 -3.18746 0.56951
C -1.66753 3.63102 2.09843
C -2.40008 3.79933 -1.66043
C 2.66363 -3.51974 -0.01563
H 1.09392 -2.35870 3.10780
H 3.68769 0.34531 4.44119
C -1.82061 -0.76156 2.02520
C -3.70942 -1.24949 3.44579
C -4.47270 -3.62761 -1.52869
H 6.57907 -0.91615 1.43044
H -2.10811 -4.28303 -6.84290
H 0.01755 -0.39499 2.98967
H -4.57544 -4.62394 -1.11759
H -3.31171 4.99205 2.19887
H -6.34329 -0.97104 -2.48235
H -0.43168 -2.70038 -1.17144
C -2.40525 2.53556 2.81289
N 2.24393 0.20351 2.25588
C 3.20801 -1.94374 3.03829
N 0.36811 2.23702 1.93786
C 0.67036 -4.22519 1.08759
H -0.27128 0.79430 -3.54299
C -2.26608 1.40672 -0.91702
Cl 3.62861 -2.28558 -0.73985
H 0.01990 2.79174 -0.71053
C 4.55931 -0.33403 1.81485
C 1.81419 4.37900 0.71295
H -4.03316 2.58622 -0.92100
O -1.29801 -0.53421 0.87732
C 2.77333 -0.03063 -3.16681
C -0.10468 -1.78330 -1.67129
C 1.11142 2.21361 2.97397
H 2.46362 4.82711 1.46930
H -2.60334 -3.37583 -4.62102
H 2.96265 2.75747 -2.72957
C -3.05728 -1.85933 -2.40271
H 3.44600 2.09569 4.51916
H 1.72389 -1.59823 4.56462
C -1.07866 3.58292 -2.38348
C 2.11134 1.08057 3.16940
H 1.18602 2.91017 5.00959
H -3.37733 -1.34849 0.06583
H -4.76971 -1.42513 3.29642
H 1.98686 -0.76976 -3.27290
C 1.95322 -2.31784 3.77307
C 3.34048 -0.72121 2.37808
C -0.29414 5.72409 0.87805
H -3.00526 4.54489 -2.17692
H 0.86803 -2.02432 -2.11388
H -1.40605 0.09885 3.93192
H 0.24561 6.53809 0.40824
H 3.72820 -0.55112 -3.04600
C 4.30355 -2.80288 3.06064
C -5.46549 -1.57646 -2.29599
C -2.28565 4.85666 1.87871
N -0.95930 1.17026 -1.59801
C -3.96563 -1.23506 0.96774
H -4.56151 -2.13332 1.11187
H 2.30018 1.02646 5.30025
C -3.14610 2.47751 -1.55012
Si -1.37303 -1.26551 -2.94613
H 4.65125 1.82477 1.91858
O 1.01539 -1.91287 0.64227
C 0.36305 4.51644 1.09389
H 0.64730 2.32527 -2.29211
H -2.35017 -3.76678 -1.67564
O 1.78101 0.57183 -1.07680
H -2.03577 1.70750 0.10722
H 5.66170 1.10835 0.66651
H 2.01564 4.89735 -0.22600
H 0.49538 -6.32009 1.49846
H 4.20862 -3.75489 3.56945
C -1.17690 0.60274 -2.95569
C -0.45584 -2.96362 -7.19582
H -3.51049 2.16161 -2.53115
C -5.59906 -2.84550 -1.74709
H -1.95777 2.32472 3.78829
C 4.70591 1.01933 1.18094
Cl 2.92289 -7.44390 0.53164
H 4.08346 -5.05340 -0.47740
C 5.50645 -2.45223 2.47204
H 1.12265 -1.51189 -7.27508
C -0.26260 2.48199 -1.71688
H 6.34832 -3.13063 2.50789
H 0.64300 -0.59286 -5.06412
H 3.28276 2.61615 -0.98690
C -0.99647 -0.65725 3.26207
H 0.31482 3.98875 3.90858
C 0.31410 -1.92610 -6.68672
H -2.10239 6.85144 1.11146
C 2.35040 -5.82056 0.53313
C 1.16150 3.31529 3.99985
C -1.00892 -1.92626 -4.65003
C -1.50064 -3.48064 -6.44548
C 3.36046 2.10919 -1.94093
H -2.20113 4.18538 -0.65753
C -1.60826 5.90286 1.27244
C -3.21528 -3.13457 -1.84986
H 2.06318 -3.29516 4.24077
H -4.12589 -0.10994 -3.07501
H -0.47999 4.49696 -2.37568
H -3.28113 -2.10677 3.96410
C 2.58342 0.84387 -1.98302
H -0.99829 -1.61116 3.79013
H 3.89708 1.19238 0.47134
N -3.08927 -1.06873 2.12781
H 2.10208 3.33329 0.60981
H -1.25350 3.33803 -3.43480
C -0.33622 3.47012 1.70358
Cl -0.91005 -3.87209 1.70895
C -1.77481 -2.96491 -5.18600
H -0.24494 -3.36163 -8.17956
H -6.58170 -3.22946 -1.50483
C 0.03677 -1.41705 -5.42802
H 2.86713 0.57963 -4.06601
H -2.79077 0.45583 -0.88073
H -3.44394 2.81777 2.97878
C 3.12684 -4.82229 -0.03128
H -2.39290 1.61250 2.23237
H -4.62957 -0.37396 0.88217
H 4.40139 1.91457 -2.20476
C -4.20604 -1.09553 -2.62754
```

Values from the calculation:
Relative energy (zero: lowest compared OMol25 entry of this formula, charge and spin) = 0.0 kcal/mol
Spin multiplicity = 1
Lowest unoccupied orbital energy = -0.21433 Ha
Largest force on an atom = 1.1 eV/Å
Total energy = -135634.2959 eV
Charge = +2

***

In Ha, the HOMO energy values for the records above are, in order, -0.3847, -0.4770.